Record 1
Computed, not measured: a structure of composition C37H40O2P2Sn at a distorted geometry, with ωB97M-V/def2-TZVPD.

Computed properties:
Energy relative to the best compared isomer or geometry (same formula, charge and spin) = 0.0 kcal per mole
Largest force on an atom = 3.298 eV/Å
Net charge = +2
Orbital gap (alpha / beta) = 5.5292 / 5.1980 eV
2S+1 = 1

Structure (XYZ):
```
82
C37H40O2P2Sn, DFT ωB97M-V/def2-TZVPD
Sn 0.1722 -0.3975 2.5757
C -1.7219 0.8468 -3.9161
C -1.7378 -0.4625 -3.6164
C -0.9834 -1.5053 -4.3923
C 0.4314 -1.1089 -4.9090
C 1.2633 -0.2954 -3.9654
C 1.3025 1.0458 -3.9504
C 0.4378 1.9315 -4.7974
C -0.9991 1.4399 -5.0892
C 1.5300 0.5820 4.0024
H -2.3223 1.5619 -3.3409
H -2.4415 -0.8411 -2.8635
H -1.5862 -1.8072 -5.2676
H -0.8673 -2.4137 -3.7812
H 0.9751 -2.0495 -5.0963
H 0.3289 -0.6079 -5.8807
H 1.9544 -0.8894 -3.3515
H 2.1231 1.5807 -3.4597
H 0.9520 2.1008 -5.7589
H 0.3627 2.9202 -4.3229
H -1.5714 2.3202 -5.4166
H -0.9758 0.7502 -5.9394
H 1.0729 1.5414 4.2719
H 2.5249 0.7125 3.5663
H 1.5525 -0.1130 4.8562
P -1.6155 -0.6064 0.7733
P 1.8696 0.0911 0.6953
C -0.4821 -0.7977 -0.5961
C 0.8642 -0.5771 -0.6244
C -2.5728 -2.1165 1.0604
C -2.8410 -2.9661 -0.0280
C -3.5559 -4.1496 0.1817
C -3.9612 -4.5130 1.4706
C -3.6817 -3.6731 2.5518
C -2.9970 -2.4733 2.3541
C -2.7175 0.7933 0.5113
C -2.1978 2.0987 0.4664
C -3.0695 3.1759 0.3044
C -4.4465 2.9604 0.1598
C -4.9497 1.6545 0.1708
C -4.0941 0.5680 0.3479
C 3.3181 -0.9639 1.0186
C 3.1338 -2.2651 1.5326
C 4.2439 -3.0364 1.8662
C 5.5385 -2.5417 1.6573
C 5.7199 -1.2587 1.1169
C 4.6166 -0.4613 0.8069
C 2.3598 1.8073 0.4150
C 2.4899 2.7613 1.4472
C 2.9433 4.0423 1.1283
C 3.2067 4.3932 -0.2009
C 3.0174 3.4601 -1.2265
C 2.5904 2.1717 -0.9191
H -0.9687 -1.1033 -1.5259
H 1.4383 -0.8431 -1.5191
H -2.4784 -2.7006 -1.0189
H -3.7838 -4.7932 -0.6681
H -4.5003 -5.4530 1.6300
H -3.9962 -3.9583 3.5598
H -2.7702 -1.8131 3.2012
H -1.1221 2.2632 0.5763
H -2.6790 4.1919 0.2894
H -5.1242 3.8068 0.0292
H -6.0163 1.4764 0.0434
H -4.4763 -0.4528 0.3714
H 2.1168 -2.6529 1.6776
H 4.1067 -4.0346 2.2858
H 6.4029 -3.1540 1.9043
H 6.7220 -0.8781 0.9358
H 4.7451 0.5450 0.3993
H 2.2421 2.4883 2.4735
H 3.0900 4.7724 1.9248
H 3.5568 5.3989 -0.4398
H 3.2039 3.7288 -2.2670
H 2.4195 1.4229 -1.6933
C -0.5565 -0.8530 6.2936
O -1.4967 0.0419 5.5593
C -1.3702 0.3073 4.2614
O -2.1765 1.0070 3.6638
H -1.1621 -1.3210 7.0771
H 0.2389 -0.2392 6.7420
H -0.1126 -1.6208 5.6342
```

=====

Record 2
Computed, not measured: a cluster of 3 separate species, C13H16N3O3PS in total at a distorted geometry, with ωB97M-V/def2-TZVPD.

Computed properties:
Largest force on an atom = 6.662 eV/Å
SMILES = N#CO[C@@]1([PH2]=S)CCOC1=O.c1cc[nH]c1.c1cc[nH]c1
Orbital gap = 7.6921 eV
2S+1 = 1

Structure (XYZ):
```
37
C13H16N3O3PS, DFT ωB97M-V/def2-TZVPD
N 2.4806 -1.1912 -0.6784
C 1.5731 -0.8062 -1.3915
O 0.4624 -0.1538 -2.0251
C -0.4604 0.2732 -0.9771
P -1.3704 -1.3393 -0.5423
S -2.1760 -1.3291 1.2616
C 0.1502 1.1935 0.1808
C -1.0866 1.9347 0.9295
O -2.1178 1.8293 -0.1237
C -1.6935 1.2493 -1.3815
O -2.1985 1.5194 -2.4901
H -2.3574 -1.6525 -1.5621
H -0.4585 -2.4712 -0.5292
H 0.5917 2.0826 -0.4275
H 1.0388 0.8346 0.8020
H -0.7482 3.0053 1.2005
H -1.4406 1.4273 1.9093
N 5.8056 -0.9292 -3.8131
C 5.9528 -1.1360 -5.1591
C 4.9345 -1.9586 -5.5754
C 4.1402 -2.2545 -4.4399
C 4.7000 -1.6034 -3.3676
H 6.4151 -0.3679 -3.2402
H 6.7681 -0.6824 -5.7025
H 4.7780 -2.3076 -6.5857
H 3.2561 -2.8749 -4.4104
H 4.4087 -1.5628 -2.3289
N -3.8044 0.2809 4.1604
C -4.1555 -0.1895 5.3970
C -4.4868 0.8881 6.1825
C -4.3353 2.0513 5.3883
C -3.9160 1.6456 4.1444
H -3.5102 -0.2882 3.3821
H -4.1381 -1.2475 5.6115
H -4.8042 0.8436 7.2142
H -4.5139 3.0725 5.6924
H -3.6869 2.2090 3.2520
```

=====

Record 3
Computed, not measured: a structure of composition C36H66BrI2N7O2S, with ωB97M-V/def2-TZVPD.

Computed properties:
Largest force on an atom = 0.799 eV/Å
Orbital gap = 7.1672 eV
2S+1 = 1

Structure (XYZ):
```
115
C36H66BrI2N7O2S, DFT ωB97M-V/def2-TZVPD
C 6.2316 -1.0840 -1.7069
C 5.5192 -2.0241 -2.6388
I 6.5433 -3.7809 -3.1268
C 4.3096 -1.7494 -3.1147
I 3.1853 -2.9813 -4.3735
C 3.6205 -0.4862 -2.7617
C 3.7005 0.5904 -3.6275
C 3.0865 1.7635 -3.2568
C 2.3907 1.8632 -2.0613
C 2.2507 0.7833 -1.2291
Br 1.2166 0.8903 0.3432
C 2.8853 -0.4150 -1.5699
N 2.8410 -1.5298 -0.7357
C 1.9004 3.2766 -1.9561
O 0.9327 3.7118 -1.4268
N 2.7941 4.0650 -2.8267
N 4.0537 4.2002 -2.1543
C 5.0242 4.5681 -2.7926
S 6.2826 4.9583 -3.6147
C 3.0120 3.0902 -3.9291
O 3.0218 3.3743 -5.0817
H 6.3081 -0.0887 -2.1437
H 5.6474 -0.9887 -0.7903
H 7.2248 -1.4427 -1.4655
H 4.2482 0.5230 -4.5572
H 2.0872 -1.4706 -0.0608
H 2.7209 -2.3872 -1.2658
C 2.8325 5.6602 3.9603
C 3.2486 4.7032 2.8530
N 4.5380 5.0282 2.2759
C 4.8083 4.3273 1.0346
C 4.9625 2.8006 1.0766
C 5.6437 5.1230 3.2119
C 5.9577 3.8963 4.0791
H 2.8746 6.6932 3.6129
H 1.8083 5.4458 4.2691
H 3.4648 5.5669 4.8442
H 2.5102 4.7637 2.0482
H 3.2003 3.6707 3.2401
H 5.7095 4.7575 0.5867
H 3.9986 4.5680 0.3437
H 5.9100 2.4968 1.5213
H 4.9434 2.4048 0.0568
H 4.1529 2.3192 1.6286
H 5.4510 5.9684 3.8772
H 6.5358 5.4063 2.6477
H 5.0566 3.4691 4.5218
H 6.6176 4.1868 4.8989
H 6.4659 3.1126 3.5188
C -0.5948 0.2550 -3.0054
C -0.6590 -1.2133 -3.4036
N -1.5008 -2.0090 -2.5315
C -1.3229 -3.4387 -2.7128
C -1.7187 -4.0446 -4.0653
C -2.8696 -1.5447 -2.3853
C -3.7213 -1.4112 -3.6552
H -0.3058 0.3613 -1.9573
H 0.1478 0.7694 -3.6194
H -1.5466 0.7665 -3.1521
H 0.3532 -1.6198 -3.3462
H -0.9564 -1.2797 -4.4626
H -1.8655 -3.9562 -1.9162
H -0.2645 -3.6594 -2.5360
H -2.8007 -4.1006 -4.1834
H -1.3351 -5.0644 -4.1436
H -1.3097 -3.4776 -4.9023
H -2.8463 -0.5701 -1.8912
H -3.3836 -2.2011 -1.6787
H -3.1812 -0.9091 -4.4591
H -4.6099 -0.8153 -3.4376
H -4.0658 -2.3757 -4.0263
C -2.6808 4.0799 7.1703
C -1.6944 4.1150 6.0126
N -1.1973 2.8009 5.6486
C -0.0475 2.8421 4.7646
C -0.2346 3.4258 3.3591
C -2.2102 1.8095 5.3322
C -3.2002 2.1266 4.2034
H -2.2530 3.5576 8.0270
H -2.9254 5.0975 7.4772
H -3.6162 3.5891 6.8992
H -0.8326 4.7181 6.3113
H -2.1620 4.6429 5.1658
H 0.3536 1.8279 4.6784
H 0.7312 3.4198 5.2742
H -0.7861 2.7499 2.7056
H 0.7404 3.5906 2.8984
H -0.7533 4.3852 3.3758
H -2.7839 1.6126 6.2412
H -1.6992 0.8686 5.1126
H -3.6022 3.1373 4.2860
H -4.0437 1.4352 4.2520
H -2.7521 2.0190 3.2165
C -8.0686 -7.0608 -1.2990
C -6.5785 -7.3649 -1.3353
N -5.8826 -6.6726 -2.4042
C -4.5404 -7.1732 -2.6401
C -3.5078 -7.0042 -1.5186
C -6.0368 -5.2279 -2.4229
C -5.6017 -4.4458 -1.1761
H -8.5259 -7.2525 -2.2704
H -8.5569 -7.6967 -0.5595
H -8.2709 -6.0259 -1.0210
H -6.4486 -8.4374 -1.5033
H -6.1508 -7.1542 -0.3417
H -4.1568 -6.7081 -3.5526
H -4.6257 -8.2399 -2.8702
H -3.1791 -5.9698 -1.4255
H -2.6215 -7.6043 -1.7354
H -3.8927 -7.3313 -0.5523
H -7.0882 -5.0038 -2.6186
H -5.5017 -4.8425 -3.2952
H -5.9623 -4.9070 -0.2558
H -6.0075 -3.4324 -1.2143
H -4.5179 -4.3560 -1.1116
```

=====

Record 4
Computed, not measured: a cluster of 2 separate species, C6H7Br in total at a distorted geometry, with ωB97M-V/def2-TZVPD.

Computed properties:
Energy relative to the best compared isomer or geometry (same formula, charge and spin) = 75.9 kcal per mole
Largest force on an atom = 3.029 eV/Å
SMILES = C=C=C(C)Br.C#C
Orbital gap = 9.9635 eV
2S+1 = 1

Structure (XYZ):
```
14
C6H7Br, DFT ωB97M-V/def2-TZVPD
C 0.3345 -2.2635 2.9087
C -0.0877 -2.2755 1.8164
C -0.3421 0.8626 -0.1115
C 0.6484 0.6423 -0.8889
C -1.5048 1.0548 0.4417
C 0.5771 1.1149 -2.2832
Br 2.2740 -0.2255 -0.3957
H 0.7395 -2.1413 3.8341
H -2.1805 0.1852 0.4385
H -1.8710 1.8878 1.0900
H -0.4790 -2.5343 0.9099
H 0.9996 0.3099 -2.8229
H 1.3198 1.7969 -2.4568
H -0.4278 1.5857 -2.4803
```